No. 1
The following is a DFT calculation (ωB97M-V/def2-TZVPD) of the ion C7H14P with charge +1.

```
22
Properties=species:S:1:pos:R:3:forces:R:3
P 0.217 -0.182 -0.625 -0.158 3.582 0.114
C 0.509 1.964 -1.078 1.056 -1.544 3.130
C 0.280 2.501 0.314 5.843 3.450 -7.281
C 1.621 -1.143 -0.106 -0.211 2.582 2.484
C -1.088 -0.618 1.785 -3.051 3.089 1.282
C -0.409 -1.281 -1.807 1.501 2.483 -2.886
C -0.517 1.821 1.090 -7.645 -7.938 7.683
C -0.945 0.387 0.662 0.074 1.200 -0.186
H -0.738 1.856 2.197 0.865 0.887 -1.318
H 0.554 -1.414 -2.364 -1.125 -0.470 -0.107
H -0.489 -0.483 2.646 0.904 0.450 0.674
H 1.532 2.185 -1.335 0.264 0.002 -0.734
H 1.373 -1.806 0.699 -0.052 -0.024 0.869
H 1.903 -1.746 -0.861 0.934 -1.885 -2.852
H -2.152 -0.615 2.139 0.820 0.345 -0.021
H -1.011 -1.561 1.485 0.734 -4.093 -1.536
H -0.196 2.395 -1.739 -0.973 -0.421 -1.209
H 2.442 -0.469 0.098 0.335 -0.100 0.590
H 0.531 3.502 0.460 0.604 1.423 0.306
H -1.124 -0.857 -2.481 -0.478 0.293 -0.384
H -0.765 -2.152 -1.441 -0.948 -2.940 1.383
H -1.936 0.511 0.145 0.705 -0.372 0.000
```
Forces are in eV/Å.

**Total charge**: +1
**Molar mass**: 129.2 g/mol
**Relative energy (zero: lowest compared OMol25 entry of this formula, charge and spin)**: 45.8 kcal/mol
**Gap between HOMO and LUMO (alpha / beta)**: 6.193 / 8.335 eV
**Total energy**: -16761.7426 eV
**Spin multiplicity**: 3

No. 2
The following is a DFT calculation (ωB97M-V/def2-TZVPD) of the molecule C5H9OP.

```
16
Properties=species:S:1:pos:R:3:forces:R:3
P -1.756 0.619 -0.533 4.671 -0.464 0.651
O 0.137 1.356 -0.303 0.589 1.167 0.445
C -0.631 -0.922 -0.969 0.757 2.315 3.542
C 1.313 0.614 -0.226 0.463 -2.925 -0.788
C 0.793 -0.903 -0.288 1.278 1.311 -1.894
C 2.772 0.784 -0.227 -8.477 3.832 0.220
C -2.322 0.502 1.216 0.583 2.529 -1.474
H 3.065 1.812 -0.306 0.851 0.061 0.123
H 3.297 -0.058 -0.346 2.050 -2.742 -0.260
H -0.625 -0.739 -1.972 0.416 -0.294 -2.889
H 1.559 -1.431 -1.062 -1.818 0.580 2.387
H 0.738 -1.269 0.767 0.255 -0.268 -1.094
H -2.173 1.444 1.759 -0.397 0.189 -0.561
H -3.299 0.156 1.316 -2.237 0.021 -0.455
H -1.006 -1.814 -0.638 -1.663 -2.408 0.057
H -1.862 -0.150 1.813 2.678 -2.904 1.992
```
Forces are in eV/Å.

**Molar mass**: 116.1 g/mol
**Relative energy (zero: lowest compared OMol25 entry of this formula, charge and spin)**: 84.1 kcal/mol
**SMILES**: C=C1CCP(C)O1
**Gap between HOMO and LUMO**: 7.669 eV
**Total energy**: -16663.2409 eV
**Spin multiplicity**: 1

No. 3
The following is a DFT calculation (ωB97M-V/def2-TZVPD) of a cluster of 2 separate species, C9H13BF3N4O4P in total.

```
35
Properties=species:S:1:pos:R:3:forces:R:3
P 3.326 -0.239 -1.501 -0.643 -1.277 -0.829
F -7.239 0.273 0.842 0.821 -1.437 -0.805
F -7.021 -0.967 -1.183 0.536 0.144 1.803
F -0.555 3.160 2.359 2.322 -4.740 -3.362
O -6.077 -3.777 2.041 0.386 1.311 -0.749
O -5.201 -0.894 0.372 0.846 -1.161 0.850
O -7.125 -2.119 0.914 1.226 -0.481 0.438
O -3.716 -2.275 1.376 -0.554 0.295 -0.180
N -0.213 0.691 1.218 -1.334 2.005 2.748
N 2.945 1.261 -0.564 -0.506 -0.958 -0.364
N 0.761 0.109 0.374 3.508 5.153 -0.196
N 1.491 2.528 0.904 -5.431 -6.426 0.386
C -1.488 -0.004 1.738 -1.169 1.265 2.140
C 1.787 1.235 0.174 -1.437 1.959 1.933
C -6.042 -2.735 1.407 -3.882 -2.847 1.302
C -1.998 0.429 3.093 1.666 -0.378 -2.552
C -4.862 -1.984 1.075 3.209 2.456 -1.200
C 0.150 2.128 1.548 3.131 -0.478 -1.430
C 2.371 0.043 -3.175 -0.284 1.750 0.312
C 5.176 -0.323 -1.976 1.415 2.007 -1.130
C 6.064 0.713 -1.018 -0.163 -0.673 -0.454
B -6.660 -0.910 0.225 -2.195 1.912 -1.467
H 2.540 -0.821 -3.947 -0.345 1.703 1.628
H 5.627 -1.406 -2.020 -1.315 2.050 0.449
H 0.795 -0.859 -0.032 -0.343 1.349 0.826
H 5.648 1.784 -1.244 0.998 -1.931 0.709
H -2.019 -0.872 1.129 0.717 2.496 0.446
H 5.255 0.121 -3.081 -0.108 -1.044 2.290
H 3.529 2.137 -0.593 -1.403 -1.076 0.328
H -1.305 0.163 4.004 -0.974 1.916 -1.855
H 2.684 1.113 -3.602 -0.610 -2.456 0.568
H 7.210 0.677 -1.317 -2.522 0.058 0.653
H 1.233 0.162 -2.845 2.382 -0.532 -0.924
H -3.008 1.056 3.192 1.757 -2.790 -0.066
H 5.938 0.402 0.110 0.297 0.856 -2.246
```
Forces are in eV/Å.

**Molar mass**: 340.0 g/mol
**Gap between HOMO and LUMO**: 6.623 eV
**Total energy**: -41805.8961 eV
**Spin multiplicity**: 1

No. 4
The following is a DFT calculation (ωB97M-V/def2-TZVPD) of a cluster of 13 separate species, C52H78O39 in total.

```
169
Properties=species:S:1:pos:R:3:forces:R:3
O -1.401 -3.205 -3.012 3.320 -0.608 -2.235
O -1.014 7.750 1.017 -1.692 2.163 1.746
O -2.803 0.058 -6.642 -0.761 -0.940 -0.628
O 0.724 0.959 6.882 3.228 -1.340 0.749
O 1.206 -2.768 2.912 -1.065 -2.957 -2.248
O -0.418 -4.530 -4.644 -1.390 1.430 1.141
O 0.923 -7.584 -3.257 1.956 1.732 2.069
O 1.312 4.150 0.282 -0.604 0.370 -0.805
O 3.013 3.254 -0.772 1.870 -0.839 0.782
O -4.326 5.956 6.799 1.857 -0.528 -0.326
O -1.171 2.384 2.370 0.119 -2.592 -3.669
O -2.871 5.074 5.307 1.709 1.216 2.074
O -2.050 6.193 7.167 -1.386 -0.717 -1.056
O 3.649 1.478 -5.809 1.601 1.332 -1.595
O 3.849 -0.695 -6.339 -0.351 2.081 1.507
O -2.120 -7.525 -2.065 -0.882 0.027 -2.100
O -3.468 -2.209 4.668 -1.152 1.242 -4.448
O 1.719 -4.973 2.442 0.759 3.579 1.996
O -1.413 -9.084 -0.596 -1.304 2.592 -0.229
O -3.080 8.204 2.012 3.028 -2.430 -2.038
O 6.872 -1.577 -1.817 3.118 1.267 0.182
O 0.229 -1.046 7.725 -1.456 2.619 -1.078
O -0.069 0.761 1.122 -0.318 0.939 1.552
O 1.721 -7.650 -1.141 -0.709 0.059 0.084
O 0.705 -2.770 -3.881 -2.213 0.931 1.936
O -3.319 -2.403 2.366 0.561 -0.014 0.700
O -1.313 0.210 -5.031 0.794 -1.771 -0.872
O -4.973 -1.286 3.251 -1.416 -0.019 1.768
O 3.130 -3.600 3.577 0.701 -0.314 -0.023
O 2.076 -5.835 -2.326 -0.510 0.234 -1.878
O 2.623 0.017 -4.550 1.330 -1.815 -1.324
O -2.132 -6.990 -0.022 0.360 -0.962 3.780
O 4.965 -2.191 -2.364 -5.700 -0.039 -0.945
O 1.164 3.696 -1.954 1.226 -0.964 3.292
O -2.635 6.246 0.939 0.550 -0.194 0.410
O -0.959 -1.274 -6.774 -1.718 2.248 1.808
O -1.965 1.558 0.345 -0.804 0.424 1.076
O 6.584 -3.611 -2.715 0.158 0.439 -0.150
O -1.330 0.578 7.331 -1.892 1.103 0.328
C 1.381 -3.129 -5.035 3.001 -1.188 0.094
C -2.695 -6.212 -2.009 0.600 0.618 -1.427
C -3.878 -1.945 3.511 2.104 -2.383 4.541
C 6.137 -0.379 -1.637 -0.204 -0.697 0.038
C -5.068 5.159 5.873 -0.943 0.812 -0.612
C 1.538 -7.061 -2.326 -2.158 -2.216 -2.246
C 2.361 4.294 1.212 0.690 -2.161 2.174
C -0.139 0.072 7.348 2.323 -3.642 1.383
C 0.252 2.240 6.802 -0.855 0.796 -1.271
C -2.971 5.793 6.509 -0.489 -0.142 -0.391
C -5.173 -1.133 1.887 0.668 1.363 -0.864
C 1.931 3.108 -5.814 -1.154 0.494 0.798
C 3.460 0.232 -5.647 -0.762 -5.303 -0.659
C -2.299 7.456 1.395 -1.932 2.431 1.294
C 1.824 -1.635 3.336 1.195 0.198 3.161
C 2.361 -4.026 -0.708 -0.538 -1.248 -0.447
C 3.681 -0.620 -1.082 -0.531 -0.499 0.080
C 4.753 -0.837 -2.105 0.412 1.781 0.315
C -4.177 3.427 4.169 -0.830 1.083 0.489
C -1.089 1.647 1.363 0.358 0.840 2.204
C -3.272 1.123 -5.847 0.444 1.302 0.347
C -4.162 -2.088 1.286 -0.229 0.026 -0.689
C -1.550 2.466 -4.330 -1.305 -1.131 -0.268
C -1.563 0.601 -0.634 1.740 0.806 -0.568
C -2.149 -4.585 -0.103 -1.151 -0.616 -0.240
C 2.889 -3.221 -4.632 -0.719 -1.033 -0.699
C 0.764 -4.500 -5.385 1.788 0.872 -0.696
C 1.891 3.599 2.496 -0.070 0.303 0.976
C -1.849 5.121 -1.050 -0.606 -0.819 1.225
C -1.634 -0.430 -6.195 1.417 -1.429 -0.928
C -2.820 -5.922 -0.557 0.542 1.635 0.174
C 2.627 -5.555 -1.098 1.135 2.782 2.604
C 2.047 -6.640 -0.187 1.363 0.425 -0.187
C 2.826 2.228 -4.994 -0.019 2.146 1.435
C 2.111 1.211 -4.121 -1.365 0.750 0.378
C 2.003 -3.883 2.975 -1.935 -2.915 -2.875
C 0.911 -1.062 4.403 0.358 0.955 -0.430
C -1.883 -7.984 -0.856 1.665 -2.391 -0.024
C -1.484 5.619 0.356 0.604 0.322 -1.782
C 0.299 -1.184 -0.373 0.391 1.633 0.170
C -4.118 4.904 4.701 -0.449 -1.971 -0.028
C -2.325 1.094 -4.675 1.436 3.216 1.638
C 3.536 3.518 0.568 -0.647 0.573 -0.120
C -0.079 0.352 -0.230 -0.966 -2.016 -0.980
C 0.703 2.732 5.455 0.291 1.028 -0.391
C -4.803 0.321 1.633 -1.054 0.023 -0.719
C -0.437 -3.451 -3.774 -2.506 -0.672 0.890
C -0.397 6.733 0.333 -0.123 -1.041 -0.461
C 3.101 -2.257 3.991 0.305 1.504 0.520
C 1.769 3.628 -0.861 -2.016 2.052 -3.733
C 6.172 -2.535 -2.391 2.996 -2.291 0.601
C -1.229 1.961 6.914 -0.766 0.622 -0.414
H 1.112 2.532 -6.243 0.302 -0.178 -0.580
H 1.031 4.090 2.951 -0.142 0.191 -0.349
H -3.187 2.032 -6.442 0.106 0.105 0.006
H 3.445 -3.655 -5.463 0.298 1.069 -0.579
H 6.508 0.433 -2.262 0.323 -0.075 0.222
H -3.651 -6.145 -2.528 0.150 -0.421 -0.175
H -2.596 4.374 -0.780 0.225 -0.816 -0.511
H -1.049 2.847 -5.220 -0.082 -0.045 -0.010
H 3.476 2.818 -4.349 0.060 0.348 -0.142
H 3.270 -2.298 -4.196 0.047 -0.229 -0.576
H -0.936 4.703 -1.474 -0.319 -0.206 -0.313
H 1.197 -2.385 -5.810 0.026 0.009 0.067
H -2.011 -5.484 -2.445 0.052 -0.309 -0.435
H -1.184 -4.372 -0.563 -0.051 -0.379 -0.158
H -1.683 2.645 7.633 -0.408 -0.434 -0.037
H -5.096 3.320 3.592 0.193 0.067 -0.570
H -4.358 2.722 4.981 0.457 0.110 0.339
H 1.607 2.549 2.425 0.020 -0.015 -0.750
H 0.537 2.030 4.639 -0.412 -0.107 0.208
H 0.560 6.534 0.815 -0.192 -0.446 0.151
H 1.422 -0.208 4.847 -0.241 0.128 0.151
H -2.242 3.214 -3.945 -0.118 0.064 -0.146
H 1.162 -1.362 0.269 -0.041 -0.165 0.018
H 1.380 -5.352 -5.096 0.026 0.052 -0.007
H -1.639 1.158 -1.569 0.015 -0.396 -0.189
H 2.662 5.310 1.467 -0.523 0.286 -0.624
H -4.214 5.639 3.902 -0.129 -0.030 -0.069
H 0.590 2.945 7.562 0.322 -0.454 0.419
H -0.166 7.066 -0.679 -0.143 -0.077 -0.186
H 0.229 3.684 5.216 -0.114 0.046 -0.075
H 3.045 -2.263 5.079 -0.032 0.236 0.004
H 4.434 4.134 0.527 -0.043 -0.180 -0.433
H 1.209 -6.248 0.389 -0.123 -0.610 0.093
H -3.583 -1.553 0.533 0.028 -0.348 -0.205
H -3.813 0.615 1.981 0.002 -0.332 0.060
H 2.620 3.608 3.306 0.501 0.291 -0.239
H 6.184 -0.161 -0.570 -0.052 0.361 -0.085
H 0.683 -4.423 -6.469 -0.929 -0.783 0.006
H -3.281 3.139 3.619 -0.176 0.176 -0.150
H -5.558 0.911 2.154 0.169 0.305 -0.078
H 3.406 0.428 -0.965 0.055 0.094 -0.261
H 2.875 -7.065 0.380 -0.576 0.205 0.656
H -5.916 5.763 5.552 -0.056 -0.051 0.066
H 4.528 -0.315 -3.035 -0.311 -0.275 -0.104
H -0.497 -1.879 -0.106 -0.168 0.346 0.245
H 3.758 2.595 1.105 -0.133 -0.126 -0.323
H -0.009 -0.740 3.914 -0.119 0.147 0.158
H -6.210 -1.335 1.618 0.081 -0.081 0.111
H 2.244 1.282 -3.041 0.218 0.447 -0.027
H 0.578 1.056 -0.741 0.221 -0.375 -0.416
H 1.399 3.726 -5.091 0.009 0.288 0.183
H 2.669 -3.346 -1.502 -0.057 -0.417 -0.363
H 0.667 -1.772 5.193 0.157 -0.115 -0.173
H 3.716 -5.604 -1.064 0.180 -0.499 -0.744
H -2.824 0.789 -3.755 0.031 -0.444 -0.029
H 2.088 -0.898 2.576 -0.262 -0.221 -0.451
H -2.101 -0.344 -0.703 -0.489 0.304 0.568
H -3.884 -5.935 -0.323 0.021 -0.082 0.800
H 2.813 -1.202 -1.389 -0.129 0.231 0.126
H -2.852 -3.823 -0.438 0.195 0.341 0.003
H 0.590 -1.433 -1.394 -0.080 0.211 -0.120
H -2.431 5.724 -1.747 0.649 0.887 0.252
H 2.393 3.805 -6.513 0.242 -0.477 -0.056
H -5.464 4.256 6.338 0.351 -0.091 0.160
H -4.609 -2.997 0.884 0.121 -0.010 -0.044
H 4.003 -1.735 3.673 0.131 -0.272 0.029
H -4.885 0.507 0.562 0.054 0.313 -0.071
H 2.896 -3.661 0.168 0.057 -0.604 0.227
H -4.281 1.122 -5.434 -0.263 -0.957 -0.723
H 4.002 -0.972 -0.101 0.055 -0.184 0.045
H 3.098 -4.058 -3.965 -0.774 0.176 0.784
H 1.040 1.226 -4.325 -0.162 0.018 0.072
H -1.172 4.745 0.926 -0.199 0.180 0.313
H -2.052 -4.520 0.981 -0.097 -0.160 0.002
H -1.659 2.063 5.918 -0.477 -0.087 0.181
H 1.777 2.919 5.479 0.105 0.009 0.136
H 1.291 -3.907 -0.538 -0.085 0.150 0.068
H -0.811 2.308 -3.545 0.025 -0.202 -0.065
```
Forces are in eV/Å.

**Molar mass**: 1327.2 g/mol
**Relative energy (zero: lowest compared OMol25 entry of this formula, charge and spin)**: 145.5 kcal/mol
**Gap between HOMO and LUMO**: 9.534 eV
**Total energy**: -135040.9153 eV
**Spin multiplicity**: 1

Look up the molar mass of the first one. 129.2 g/mol